A structure of composition C41H38IN2O2P2Ti. Source: OMol25; level of theory: ωB97M-V/def2-TZVPD.

Each line ends with the Löwdin charge.
CARTESIAN COORDINATES (ANGSTROEM)
H: 3.29 3.38 0.85  0.1015
O: -3.39 1.27 4.04  -0.0548
H: -5.47 3.54 -0.70  0.1220
C: -0.11 3.93 -1.18  -0.2570
C: -0.17 1.14 -4.96  -0.0519
C: 0.68 1.99 2.69  -0.0124
C: -3.64 2.72 -1.46  -0.0907
H: -0.23 -2.67 -4.23  0.1278
H: 3.62 -0.51 -0.98  0.0711
C: -3.06 1.89 -2.43  -0.3582
C: -5.51 0.12 1.35  -0.0306
O: -2.06 -0.48 -0.63  -0.2216
C: 5.18 0.05 0.35  -0.0467
C: 3.32 0.26 -4.55  -0.0547
C: 2.54 -0.10 2.67  -0.1084
H: -6.88 2.38 -2.36  0.1274
C: 0.32 0.23 -5.89  -0.0216
P: 1.76 1.72 -1.12  1.0224
C: 2.72 1.00 3.50  -0.0265
H: -0.09 5.02 -1.20  0.1328
C: -4.39 -0.89 -0.40  -0.2307
H: -5.39 -2.34 -1.58  0.1037
C: 3.27 1.45 -0.14  -0.3547
H: -6.47 0.27 1.83  0.1410
N: -5.52 -0.63 0.25  0.1848
H: 4.21 1.29 -6.20  0.1260
C: -0.59 3.43 -2.55  -0.2762
H: -4.63 2.52 2.94  0.1428
C: 2.65 0.38 -3.34  -0.1255
H: -0.85 3.67 -0.42  0.0874
C: -4.37 0.66 1.93  -0.0858
H: -3.02 3.23 -0.73  0.1034
C: 5.69 1.04 1.19  -0.0356
H: 5.40 3.01 1.99  0.1252
H: 3.26 -0.90 2.66  0.1221
H: 3.54 -0.73 -4.94  0.1246
H: -5.86 0.93 -4.08  0.1281
H: -1.86 1.15 2.79  0.1404
H: 0.71 0.60 -6.84  0.1335
H: -0.05 2.79 2.71  0.1351
H: 6.63 0.89 1.69  0.1254
H: 0.71 -1.83 -6.36  0.1318
C: 0.46 0.88 1.89  -0.3505
C: -3.22 -0.30 0.04  -0.2010
C: 2.38 1.65 -2.82  -0.3696
C: -4.51 1.46 3.20  -0.1632
H: 5.73 -0.87 0.20  0.1238
H: -4.28 -1.32 -2.50  0.0721
C: 3.79 2.43 0.70  -0.0820
N: -0.74 0.72 1.11  -0.0535
H: -0.15 2.20 -5.18  0.1246
C: -5.81 2.24 -2.37  -0.0252
C: 2.75 2.78 -3.53  -0.0766
H: 2.34 -0.51 -2.81  0.0916
C: -1.88 0.82 1.75  0.0631
C: -4.42 -1.84 -1.56  0.0195
H: 2.06 4.09 -1.13  0.0991
C: 5.00 2.23 1.36  -0.0501
C: -0.71 0.67 -3.77  -0.3766
H: -3.61 1.54 4.94  0.1212
H: -3.41 0.62 -4.14  0.1161
H: 1.33 3.53 0.35  0.0724
C: -5.01 2.89 -1.43  -0.0441
C: 3.69 1.39 -5.26  -0.0343
C: 1.27 3.44 -0.73  -0.3123
C: 1.80 2.05 3.50  -0.0182
H: -1.31 -1.13 -2.68  0.0804
C: 3.98 0.26 -0.31  -0.1344
Ti: -0.41 0.12 -0.78  0.6950
H: 1.96 2.90 4.14  0.1324
H: -5.43 1.15 3.69  0.1401
I: 1.15 -1.80 0.58  1.2718
H: -3.64 -2.60 -1.47  0.0946
C: 0.32 -1.13 -5.62  -0.0226
H: -1.40 4.06 -2.92  0.1136
C: 3.40 2.65 -4.76  -0.0338
C: -3.86 1.25 -3.37  -0.0714
C: -5.23 1.42 -3.34  -0.0356
H: 0.21 3.46 -3.29  0.0764
P: -1.28 1.75 -2.45  1.0478
H: 3.59 1.04 4.14  0.1354
H: 3.69 3.54 -5.31  0.1247
C: -3.16 0.45 1.23  -0.0470
C: 1.41 -0.14 1.87  -0.5624
H: 2.57 3.78 -3.15  0.1072
C: -0.72 -0.71 -3.50  -0.1418
C: -0.20 -1.61 -4.43  -0.0336

Net charge   +3
Gap between HOMO and LUMO   6.03 eV
LUMO   -10.529 eV
Electronic energy   -99979.1861 eV
HOMO   -16.56 eV
2S+1   1